# 1
The following is a DFT calculation (ωB97M-V/def2-TZVPD) of a molecular structure, C40H32BrCl2N3NiO2Si.

maximum force = 0.79 eV Å⁻¹
ΔE to the lowest compared entry with this formula, charge and spin = 0.0 kJ/mol
charge = -2
DFT total energy = -194572.9434 eV
orbital gap (alpha / beta) = 4.59 / 4.59 eV

Each line ends with the Mulliken charge.
Atoms and positions in Å:
Ni  -1.568  -0.128  -0.767  -0.295
O  -2.320  -4.567  -0.610  -0.792
C  -1.443  -4.679  0.395  0.074
C  -0.715  -5.861  0.544  -0.587
C  0.236  -5.983  1.545  -0.330
C  0.478  -4.925  2.409  -0.930
C  -0.263  -3.755  2.272  -0.271
C  -1.235  -3.616  1.296  0.672
C  -2.139  -2.382  1.137  0.233
O  -2.498  -2.153  -0.126  -0.749
N  -1.440  -1.195  1.758  0.216
N  -1.582  0.012  1.185  -0.006
C  -1.438  1.020  1.980  -0.479
C  -1.417  2.434  1.670  0.368
Br  -1.751  3.061  -0.080  -0.020
C  -1.159  3.375  2.597  -0.881
C  -0.948  3.195  4.041  0.172
C  0.111  3.872  4.655  -0.401
C  0.335  3.764  6.018  -0.582
C  -0.500  2.982  6.805  -0.402
C  -1.569  2.322  6.215  -0.612
C  -1.794  2.434  4.850  -0.107
H  -2.540  -3.551  -0.619  0.423
H  -0.890  -6.660  -0.167  0.414
H  0.809  -6.899  1.632  0.345
H  1.246  -4.999  3.170  0.363
H  -0.054  -2.924  2.937  0.205
H  -3.014  -2.545  1.820  -0.045
H  -1.513  -1.165  2.769  0.340
H  -1.208  0.811  3.022  0.323
H  -1.059  4.397  2.250  0.381
H  0.775  4.466  4.039  0.389
H  1.173  4.284  6.468  0.354
H  -0.322  2.890  7.870  0.365
H  -2.235  1.720  6.821  0.374
H  -2.646  1.937  4.404  0.519
C  2.259  3.111  -4.655  -0.562
C  0.959  3.282  -4.199  -0.739
C  0.443  2.435  -3.226  -0.054
C  1.199  1.394  -2.680  0.087
C  2.507  1.249  -3.148  -0.107
C  3.033  2.087  -4.124  -0.745
Si  0.472  0.193  -1.366  1.459
C  1.420  -1.477  -1.419  0.095
C  2.731  -1.614  -0.954  0.385
C  3.372  -2.850  -0.909  -1.021
C  2.699  -3.992  -1.319  -0.500
C  1.396  -3.881  -1.788  -0.673
C  0.772  -2.642  -1.842  -0.513
C  1.426  0.993  0.174  0.338
C  1.606  0.269  1.361  -0.403
C  2.154  0.837  2.504  -0.729
C  2.540  2.174  2.502  -0.557
C  2.368  2.921  1.345  -0.617
C  1.822  2.335  0.206  -0.495
H  2.661  3.762  -5.424  0.310
H  0.336  4.068  -4.614  0.359
H  -0.587  2.562  -2.906  0.160
H  3.124  0.447  -2.754  0.178
H  4.048  1.934  -4.478  0.339
H  3.267  -0.737  -0.604  0.352
H  4.390  -2.918  -0.538  0.366
H  3.180  -4.963  -1.260  0.331
H  0.851  -4.768  -2.093  0.388
H  -0.246  -2.558  -2.200  0.199
H  1.307  -0.776  1.385  0.504
H  2.280  0.239  3.401  0.388
H  2.967  2.622  3.393  0.366
H  2.663  3.967  1.325  0.372
H  1.707  2.937  -0.689  0.178
Cl  0.108  -0.773  -5.259  -0.270
C  -1.400  0.027  -4.874  0.633
C  -2.157  0.523  -5.905  -0.462
C  -3.407  1.103  -5.669  -0.481
C  -3.874  1.115  -4.359  -0.606
C  -3.099  0.617  -3.336  0.727
Cl  -3.810  0.554  -1.719  -0.278
C  -1.767  0.084  -3.473  -0.837
N  -0.998  -0.341  -2.504  0.041
H  -1.765  0.447  -6.912  0.355
H  -4.000  1.506  -6.480  0.348
H  -4.857  1.507  -4.122  0.348



# 2
The following is a DFT calculation (ωB97M-V/def2-TZVPD) of a molecular structure, C40H32BrIrN7O2.

maximum force = 0.25 eV Å⁻¹
charge = +1
DFT total energy = -129396.1067 eV
2S+1 = 5
orbital gap (alpha / beta) = 6.26 / 6.49 eV

Each line ends with the natural charge from an NBO analysis.
Atoms and positions in Å:
Ir  1.104  -0.922  -1.254  0.901
C  4.489  1.204  -3.930  -0.265
O  3.353  0.687  -3.239  -0.486
C  2.258  1.459  -3.159  0.466
C  2.146  2.696  -3.698  -0.420
C  0.997  3.543  -3.635  -0.025
Br  1.366  5.325  -4.180  0.084
C  -0.334  3.311  -3.309  -0.244
C  -0.987  2.165  -2.876  -0.099
C  -0.280  0.984  -2.337  0.288
O  -0.912  -0.274  -2.441  -0.749
C  -2.429  2.130  -2.791  0.375
N  -3.097  1.128  -2.245  -0.537
C  -4.435  1.456  -2.348  0.084
C  -5.569  0.756  -1.935  -0.207
C  -6.798  1.335  -2.173  -0.214
C  -6.911  2.582  -2.809  -0.199
C  -5.799  3.287  -3.225  -0.242
C  -4.564  2.699  -2.980  0.166
N  -3.271  3.103  -3.251  -0.537
H  4.246  1.412  -4.973  0.194
H  5.246  0.428  -3.878  0.211
H  4.852  2.112  -3.444  0.190
H  2.997  3.116  -4.212  0.245
H  -0.960  4.184  -3.446  0.217
H  -1.872  -0.126  -2.229  0.531
H  -5.479  -0.207  -1.450  0.223
H  -7.699  0.820  -1.868  0.223
H  -7.896  2.998  -2.978  0.224
H  -5.890  4.247  -3.716  0.223
H  -3.007  3.940  -3.738  0.425
C  -1.113  -2.982  0.574  -0.678
C  0.118  -2.483  1.235  0.440
N  1.063  -1.737  0.675  -0.581
C  1.999  -1.444  1.652  -0.072
C  1.614  -2.031  2.806  -0.067
N  0.429  -2.686  2.531  -0.335
C  -0.344  -3.474  3.487  -0.039
N  -0.314  -4.872  3.200  -0.240
N  -1.431  -5.480  2.704  -0.023
N  -1.176  -6.703  2.476  -0.183
C  0.142  -6.954  2.810  0.030
C  0.887  -8.135  2.745  -0.169
C  2.198  -8.069  3.154  -0.220
C  2.765  -6.865  3.620  -0.175
C  2.044  -5.694  3.691  -0.258
C  0.713  -5.771  3.274  0.147
H  -1.145  -2.620  -0.453  0.248
H  -2.001  -2.618  1.095  0.248
H  -1.158  -4.070  0.571  0.264
H  2.859  -0.829  1.450  0.239
H  2.058  -2.043  3.786  0.238
H  -1.388  -3.169  3.464  0.247
H  0.068  -3.271  4.474  0.225
H  0.439  -9.052  2.388  0.240
H  2.816  -8.956  3.124  0.229
H  3.801  -6.865  3.933  0.226
H  2.492  -4.777  4.050  0.216
C  1.209  0.824  -2.364  -0.357
C  0.592  1.174  -1.124  -0.113
C  0.804  1.925  0.052  0.141
C  -0.240  2.022  1.056  -0.033
C  0.070  2.327  2.392  -0.198
C  -0.921  2.371  3.357  -0.217
C  -2.243  2.112  3.018  -0.185
C  -2.565  1.791  1.704  -0.201
C  -1.578  1.737  0.738  -0.211
C  2.135  2.517  0.252  -0.118
C  2.256  3.811  0.772  -0.180
C  3.500  4.409  0.896  -0.206
C  4.647  3.723  0.520  -0.178
C  4.542  2.437  0.006  -0.213
C  3.298  1.844  -0.137  -0.203
H  1.098  2.510  2.677  0.223
H  -0.660  2.608  4.381  0.223
H  -3.017  2.158  3.774  0.223
H  -3.591  1.587  1.427  0.224
H  -1.858  1.481  -0.274  0.226
H  1.366  4.360  1.049  0.225
H  3.573  5.417  1.282  0.227
H  5.617  4.191  0.623  0.224
H  5.431  1.893  -0.287  0.221
H  3.236  0.845  -0.553  0.208



# 3
The following is a DFT calculation (ωB97M-V/def2-TZVPD) of a molecular structure, C40H32ClINO5PdS4 at a distorted geometry.

maximum force = 3.01 eV Å⁻¹
charge = -1
DFT total energy = -121172.0192 eV
orbital gap (alpha / beta) = 5.14 / 5.16 eV

Each line ends with the Mulliken charge.
Atoms and positions in Å:
Pd  0.871  0.013  1.596  -0.420
S  2.656  0.217  3.701  0.024
S  4.474  -0.090  3.132  0.036
S  4.422  -1.274  1.407  -0.046
S  2.565  -1.808  1.119  0.145
Cl  -3.066  -1.179  7.399  -0.313
C  -2.134  -0.456  6.116  0.565
C  -2.011  0.906  6.053  -0.477
C  -1.273  1.520  5.036  -0.280
I  -1.125  3.592  4.985  -0.029
C  -0.630  0.796  4.037  0.078
O  0.038  1.345  3.100  0.135
C  -0.766  -0.649  4.137  0.128
N  -0.153  -1.355  3.165  0.798
C  -0.243  -2.660  3.133  -0.651
C  -0.961  -3.377  4.107  -1.088
C  -1.591  -2.692  5.109  -0.843
C  -1.513  -1.283  5.150  -0.061
H  -2.492  1.522  6.800  0.397
H  0.238  -3.155  2.297  0.322
H  -1.014  -4.453  4.043  0.441
H  -2.156  -3.211  5.869  0.422
C  2.629  -1.335  -3.699  -1.709
C  1.435  -0.386  -3.647  1.489
C  1.058  0.179  -5.009  -1.799
O  0.329  -1.084  -3.091  -0.549
C  -0.104  -0.392  -1.920  -0.296
C  1.129  0.387  -1.529  0.566
O  1.710  0.705  -2.783  -0.306
C  0.787  1.621  -0.682  2.328
O  -0.160  1.208  0.258  -0.907
C  2.003  2.147  0.090  0.174
C  1.758  3.041  1.138  -0.581
C  2.809  3.601  1.841  -0.711
C  4.121  3.299  1.496  -0.649
C  4.374  2.422  0.456  -0.748
C  3.322  1.845  -0.245  -0.184
C  0.257  2.793  -1.491  -0.088
C  1.107  3.639  -2.194  -0.280
C  0.593  4.683  -2.942  -0.882
C  -0.778  4.896  -2.996  -0.595
C  -1.627  4.057  -2.294  -1.030
C  -1.113  3.010  -1.546  -0.093
C  -0.682  -1.349  -0.822  2.897
O  0.103  -1.461  0.321  0.001
C  -2.107  -0.865  -0.534  -0.506
C  -2.983  -0.575  -1.578  0.314
C  -4.275  -0.142  -1.330  -1.190
C  -4.718  0.016  -0.026  -0.678
C  -3.857  -0.275  1.019  -0.813
C  -2.569  -0.716  0.764  -0.469
C  -0.705  -2.799  -1.340  0.165
C  -1.859  -3.523  -1.587  -0.506
C  -1.791  -4.847  -2.007  -0.947
C  -0.569  -5.467  -2.178  -0.623
C  0.595  -4.753  -1.916  -1.276
C  0.523  -3.441  -1.498  -0.065
H  2.371  -2.228  -4.264  0.364
H  2.903  -1.634  -2.687  0.291
H  3.482  -0.847  -4.167  0.440
H  0.808  -0.628  -5.694  0.361
H  1.887  0.752  -5.420  0.351
H  0.198  0.837  -4.897  0.433
H  -0.885  0.318  -2.214  0.332
H  1.808  -0.265  -0.957  -0.295
H  0.733  3.251  1.416  0.379
H  2.604  4.268  2.667  0.410
H  4.942  3.734  2.049  0.360
H  5.395  2.172  0.194  0.441
H  3.530  1.164  -1.061  0.393
H  2.175  3.475  -2.156  0.387
H  1.266  5.335  -3.485  0.418
H  -1.178  5.716  -3.578  0.383
H  -2.697  4.217  -2.324  0.452
H  -1.770  2.359  -0.986  0.350
H  -2.658  -0.694  -2.604  0.498
H  -4.934  0.078  -2.161  0.440
H  -5.722  0.367  0.171  0.382
H  -4.181  -0.144  2.045  0.485
H  -1.894  -0.926  1.574  0.306
H  -2.827  -3.068  -1.452  0.417
H  -2.709  -5.392  -2.192  0.432
H  -0.517  -6.497  -2.505  0.399
H  1.561  -5.226  -2.034  0.435
H  1.428  -2.897  -1.269  0.218



# 4
The following is a DFT calculation (ωB97M-V/def2-TZVPD) of a molecular structure, C40H32FeN9O at a distorted geometry.

maximum force = 3.98 eV Å⁻¹
ΔE to the lowest compared entry with this formula, charge and spin = 0.0 kJ/mol
charge = +2
DFT total energy = -91831.0367 eV
2S+1 = 6
orbital gap (alpha / beta) = 6.15 / 4.61 eV

Each line ends with the Mulliken spin population.
Atoms and positions in Å:
Fe  18.100  16.035  6.834  3.969
C  11.040  16.174  6.733  -0.007
C  12.476  16.155  7.085  0.118
C  12.969  16.384  8.387  -0.037
C  14.295  16.684  8.576  0.102
C  15.259  16.428  7.554  0.009
N  16.599  16.697  7.814  0.529
C  17.073  17.876  8.412  -0.058
C  17.091  18.032  9.765  0.017
C  17.394  19.288  10.420  -0.014
C  17.585  20.458  9.642  0.026
C  17.742  21.788  10.277  -0.003
C  17.573  20.330  8.234  -0.008
C  17.405  19.069  7.649  0.036
N  17.728  18.899  6.259  0.005
C  17.946  19.801  5.341  0.020
C  18.645  19.311  4.248  0.005
C  18.712  17.950  4.501  0.016
N  18.234  17.675  5.754  0.001
C  14.722  15.944  6.266  0.114
C  13.364  16.039  6.001  -0.071
N  15.484  15.223  5.356  0.018
C  15.025  14.429  4.379  0.022
C  16.085  13.885  3.694  0.001
C  17.227  14.320  4.401  0.037
N  16.867  15.141  5.407  -0.005
H  10.961  16.010  5.644  0.000
H  10.453  17.056  7.054  0.009
H  10.603  15.260  7.209  0.011
H  12.302  16.400  9.225  0.000
H  14.697  16.968  9.557  0.000
H  16.821  17.156  10.400  -0.001
H  17.379  19.410  11.474  0.000
H  16.779  22.200  10.674  0.003
H  18.214  22.529  9.560  0.000
H  18.423  21.859  11.146  0.001
H  17.754  21.186  7.513  0.001
H  17.496  20.833  5.445  0.001
H  19.034  19.843  3.357  0.001
H  19.156  17.112  3.935  0.004
H  12.924  15.859  5.012  -0.002
H  13.954  14.364  4.216  0.000
H  16.058  13.152  2.886  0.001
H  18.281  14.046  4.291  0.016
C  28.590  8.340  5.472  0.000
O  27.602  7.829  6.436  0.000
C  26.677  8.713  6.900  0.000
C  26.968  10.079  7.070  0.000
C  25.941  10.932  7.467  0.000
C  24.618  10.439  7.647  0.000
C  24.345  9.060  7.453  0.000
C  25.395  8.210  7.108  0.000
C  23.533  11.346  7.882  -0.001
N  22.247  10.979  7.742  0.000
C  21.558  12.149  7.867  -0.003
C  22.410  13.266  8.167  0.000
N  23.664  12.706  8.141  0.000
C  22.018  14.622  8.275  -0.007
C  22.890  15.750  8.368  0.008
C  22.367  17.005  8.002  -0.002
C  21.038  17.112  7.561  0.023
N  20.157  16.083  7.526  0.042
C  20.680  14.871  7.770  -0.068
C  19.776  13.710  7.721  0.041
N  18.481  14.071  7.582  0.052
C  17.546  13.168  7.752  0.016
C  17.852  11.825  8.043  -0.001
C  19.146  11.364  7.894  0.002
C  20.160  12.347  7.796  0.011
H  29.072  7.524  4.916  0.000
H  29.341  8.913  6.038  0.000
H  28.092  9.009  4.787  0.000
H  27.973  10.524  6.882  0.000
H  26.239  11.995  7.572  0.000
H  23.338  8.726  7.730  0.000
H  25.162  7.142  6.888  0.000
H  24.538  13.154  8.373  0.000
H  23.852  15.690  8.855  0.000
H  22.950  17.932  8.096  0.000
H  20.637  18.067  7.299  0.001
H  16.488  13.490  7.825  0.001
H  16.939  11.181  8.247  0.000
H  19.403  10.321  8.006  0.000



# 5
The following is a DFT calculation (ωB97M-V/def2-TZVPD) of a molecular structure, C40H33Cl2N8O3S2Ti at a distorted geometry.

maximum force = 2.18 eV Å⁻¹
ΔE to the lowest compared entry with this formula, charge and spin = 110.4 kJ/mol
charge = -1
DFT total energy = -129914.9720 eV
orbital gap = 4.91 eV

Each line ends with the Mulliken charge.
Atoms and positions in Å:
Ti  -0.144  0.863  -0.353  -1.264
C  -1.504  1.191  3.709  -1.851
C  -1.313  1.335  2.229  0.478
N  -0.295  0.724  1.582  2.157
N  0.537  -0.145  2.220  -0.891
C  1.263  -0.761  1.314  -0.659
O  1.070  -0.493  0.043  0.209
C  2.220  -1.789  1.717  0.215
C  2.947  -2.474  0.739  0.122
C  3.848  -3.464  1.088  -1.476
C  4.051  -3.785  2.423  -0.555
C  3.336  -3.104  3.403  -0.828
C  2.437  -2.113  3.060  -0.244
C  -2.205  1.958  1.354  -0.141
C  -3.333  2.750  1.701  -0.361
C  -4.169  3.216  0.725  -1.123
C  -3.894  2.897  -0.634  -1.038
C  -2.766  2.185  -0.931  -0.751
N  -1.908  1.719  0.005  1.631
H  -0.531  1.221  4.201  0.258
H  -2.143  1.978  4.107  0.540
H  -1.962  0.225  3.939  0.242
H  2.777  -2.217  -0.298  0.949
H  4.396  -3.994  0.318  0.422
H  4.750  -4.564  2.699  0.414
H  3.480  -3.362  4.445  0.413
H  1.876  -1.579  3.816  0.497
H  -3.525  2.981  2.740  0.326
H  -5.034  3.814  0.983  0.425
H  -4.551  3.218  -1.430  0.445
H  -2.506  1.970  -1.961  0.375
N  4.094  0.153  -3.094  -0.513
C  4.333  0.203  -1.760  0.445
N  3.602  0.784  -0.873  -0.043
C  4.163  0.727  0.380  -0.463
C  5.372  0.103  0.437  -0.178
S  5.848  -0.478  -1.113  -0.337
C  3.498  1.296  1.551  0.101
C  3.923  1.086  2.831  -0.472
S  2.932  1.938  3.955  -0.289
C  2.014  2.563  2.589  0.298
N  2.404  2.140  1.438  -0.255
N  0.962  3.401  2.800  -0.148
H  3.111  0.125  -3.381  0.180
H  4.685  -0.467  -3.623  0.251
H  6.011  -0.046  1.289  0.407
H  4.709  0.449  3.196  0.399
H  0.997  3.983  3.617  0.256
H  0.596  3.816  1.955  0.046
C  1.137  5.396  -1.792  -0.637
C  1.636  4.257  -2.404  -0.852
C  1.315  2.997  -1.914  -0.052
C  0.485  2.808  -0.802  2.074
C  -0.026  3.982  -0.232  -0.815
C  0.299  5.250  -0.697  -1.018
H  1.384  6.382  -2.170  0.343
H  2.271  4.353  -3.278  0.414
H  1.735  2.138  -2.418  0.402
H  -0.738  3.922  0.590  0.607
H  -0.113  6.127  -0.208  0.405
Cl  -1.854  -1.349  0.054  0.282
C  -3.537  -1.446  -0.363  0.758
C  -4.390  -0.579  0.310  -0.582
C  -5.752  -0.613  0.093  -0.627
C  -6.284  -1.538  -0.790  -0.634
C  -5.427  -2.382  -1.471  0.572
Cl  -6.124  -3.538  -2.578  -0.298
C  -4.030  -2.369  -1.302  -0.675
N  -3.273  -3.235  -2.072  0.055
C  -1.898  -3.568  -1.896  -0.127
C  -1.575  -4.729  -1.205  -0.501
C  -0.253  -5.110  -1.046  -0.806
C  0.753  -4.317  -1.574  -0.583
C  0.431  -3.176  -2.291  -0.141
C  -0.893  -2.795  -2.485  0.103
C  -1.236  -1.601  -3.346  -0.699
C  -0.279  -0.424  -3.092  0.159
O  0.685  -0.288  -3.840  -0.742
O  -0.593  0.358  -2.126  0.006
H  -3.959  0.120  1.014  0.341
H  -6.403  0.081  0.605  0.427
H  -7.348  -1.607  -0.965  0.414
H  -3.819  -3.993  -2.449  0.336
H  -2.375  -5.329  -0.788  0.465
H  -0.015  -6.023  -0.516  0.372
H  1.788  -4.599  -1.433  0.421
H  1.216  -2.570  -2.726  0.424
H  -2.258  -1.277  -3.151  0.326
H  -1.143  -1.888  -4.395  0.459